Entry 1:
The following is a DFT calculation (ωB97M-V/def2-TZVPD) of a cluster of 9 separate species, C27H46Br16N2Si in total.

Element x y z (Å)
C (-3.7472, 2.9041, -0.4418)
Si (-4.2103, 1.3982, -1.4496)
C (-5.0933, 1.8647, -3.0340)
C (-5.3543, 0.2783, -0.4851)
C (-2.7102, 0.3452, -1.9474)
C (-1.3771, 0.8312, -1.8305)
N (-0.3085, 0.1735, -2.1823)
C (-0.5631, -1.0667, -2.6971)
C (0.5154, -1.8708, -3.1170)
C (0.3018, -3.1161, -3.6526)
C (-1.0036, -3.6404, -3.7589)
C (-2.0647, -2.8774, -3.3349)
C (-1.8688, -1.5876, -2.7973)
N (-2.9575, -0.8585, -2.4094)
H (-3.4930, 3.7501, -1.0766)
H (-2.9841, 2.7323, 0.3127)
H (-4.6505, 3.2056, 0.0896)
H (-5.9172, 2.5490, -2.8574)
H (-4.3696, 2.2823, -3.7316)
H (-5.4541, 0.9492, -3.4991)
H (-6.3566, 0.6943, -0.4039)
H (-4.9905, 0.0629, 0.5189)
H (-5.4498, -0.6819, -0.9900)
H (-1.2339, 1.8252, -1.4248)
H (1.5281, -1.5063, -3.0559)
H (1.1227, -3.7260, -3.9979)
H (-1.1665, -4.6181, -4.1815)
H (-3.0784, -3.2410, -3.4085)
Br (2.0187, -6.7625, -1.4587)
C (2.3620, -5.7792, 0.1849)
C (1.4424, -4.5932, 0.3190)
Br (1.9815, -3.1345, -0.8545)
H (3.4122, -5.5006, 0.1700)
H (2.1887, -6.4889, 0.9905)
H (1.4880, -4.1942, 1.3287)
H (0.4115, -4.8229, 0.0694)
Br (-6.9549, 5.2915, -1.8071)
C (-6.4892, 5.6296, -3.6671)
C (-5.0779, 6.1340, -3.8093)
Br (-4.9391, 8.0032, -3.2802)
H (-7.2222, 6.3316, -4.0499)
H (-6.6035, 4.6722, -4.1719)
H (-4.7619, 6.1029, -4.8494)
H (-4.3694, 5.5809, -3.2024)
Br (4.7191, -4.4344, 3.2019)
C (3.8835, -2.9778, 2.2183)
C (4.5257, -1.6511, 2.5068)
Br (3.9913, -0.9437, 4.2375)
H (2.8296, -2.9957, 2.4724)
H (4.0106, -3.2396, 1.1711)
H (4.2005, -0.9082, 1.7816)
H (5.6098, -1.7009, 2.5126)
Br (-2.1983, 3.6243, -4.3759)
C (-0.7452, 4.3826, -5.4202)
C (-0.7500, 5.8854, -5.3532)
Br (-2.1529, 6.6515, -6.4611)
H (-0.8558, 4.0049, -6.4310)
H (0.1676, 3.9847, -4.9824)
H (0.1813, 6.2861, -5.7469)
H (-0.9084, 6.2605, -4.3475)
Br (6.9985, 1.2339, 2.8317)
C (7.7673, 1.6937, 4.5599)
C (7.0094, 1.0783, 5.7052)
Br (5.3395, 2.0145, 6.0606)
H (7.7919, 2.7769, 4.6100)
H (8.7833, 1.3072, 4.5315)
H (7.5862, 1.1607, 6.6241)
H (6.7514, 0.0376, 5.5329)
Br (-9.0872, 2.0485, -2.4421)
C (-9.9891, 1.0203, -1.0617)
C (-10.5843, 1.9166, -0.0095)
Br (-9.2208, 2.6171, 1.1884)
H (-9.2585, 0.3275, -0.6569)
H (-10.7700, 0.4641, -1.5754)
H (-11.2676, 1.3569, 0.6250)
H (-11.0992, 2.7722, -0.4331)
Br (7.6343, -1.6158, 8.5385)
C (5.7659, -1.4648, 9.0658)
C (5.3470, -0.0275, 9.2142)
Br (6.0193, 0.7581, 10.8624)
H (5.6512, -2.0338, 9.9822)
H (5.2024, -1.9425, 8.2670)
H (4.2643, 0.0501, 9.2790)
H (5.7077, 0.5909, 8.4006)
Br (6.2595, -7.0152, 1.4157)
C (7.6114, -6.2315, 0.2665)
C (7.5119, -4.7287, 0.2815)
Br (5.9996, -4.0964, -0.7710)
H (7.4739, -6.6561, -0.7224)
H (8.5692, -6.5531, 0.6690)
H (8.3918, -4.2809, -0.1751)
H (7.3789, -4.3326, 1.2833)

Atoms 1-6, force components in eV/Å:
-0.313 -0.050 -0.117
-0.532 -0.314 0.006
0.531 -0.215 0.094
0.079 -0.198 0.093
-0.198 0.170 0.213
0.236 0.202 -0.003

Charge: 0
E_LUMO, eV: -0.06
Kohn-Sham gap, eV: 8.62
SMILES: C[Si](C)(C)c1cnc2ccccc2n1.BrCCBr.BrCCBr.BrCCBr.BrCCBr.BrCCBr.BrCCBr.BrCCBr.BrCCBr
HOMO, eV: -8.6838

Entry 2:
The following is a DFT calculation (ωB97M-V/def2-TZVPD) of a structure of composition C27H46BrN3OP2W.

Element x y z (Å)
N (-5.0610, -0.9715, 3.2854)
C (-3.9047, -0.3886, 3.6200)
C (-3.1376, 0.3180, 2.6944)
C (-3.5865, 0.4456, 1.3569)
C (-4.7594, -0.2521, 1.0150)
C (-5.4533, -0.9651, 2.0082)
C (-2.8621, 1.2588, 0.3857)
W (-0.2398, 1.0711, -1.2823)
P (2.0257, 0.8460, -1.7789)
C (-2.8998, 1.1085, -0.9999)
C (-2.1006, 2.0069, -1.8730)
C (-1.7987, 1.5932, -3.2271)
C (-0.8626, 2.3732, -3.9623)
C (-0.0011, 3.0897, -3.1909)
C (0.0023, 3.2189, -1.7850)
C (-1.2733, 2.9570, -1.1827)
Br (1.4768, 3.9925, -4.2464)
H (-2.3574, 2.1547, 0.8013)
H (-3.7081, 0.4787, -1.4266)
H (-2.2238, 0.7841, 3.0184)
H (-5.1743, -0.2259, 0.0183)
H (-3.6267, -0.4019, 4.6744)
H (-6.4085, -1.4516, 1.7617)
H (-2.5686, 1.0386, -3.8100)
H (-1.5293, 3.2421, -0.1850)
H (-0.7781, 2.4138, -5.0648)
H (0.8482, 3.7811, -1.3643)
P (-0.4322, -1.3913, -0.8414)
C (2.6906, 2.3095, -0.8784)
C (3.5237, 3.2115, -1.7956)
H (3.2797, 1.8909, -0.0456)
H (1.8728, 2.8679, -0.3849)
H (3.9520, 4.0743, -1.2675)
H (4.3521, 2.6756, -2.2768)
H (2.8907, 3.6230, -2.6071)
C (1.9304, 0.6481, -3.6176)
C (3.1826, 0.7710, -4.4957)
H (1.2469, 1.4341, -3.9546)
H (1.4308, -0.3134, -3.8198)
H (2.8566, 1.0544, -5.5039)
H (3.8766, 1.5564, -4.1794)
H (3.7246, -0.1770, -4.5934)
C (3.2986, -0.3812, -1.3539)
C (4.7424, -0.0034, -1.6151)
H (3.0291, -1.2799, -1.9198)
H (3.1369, -0.6029, -0.2953)
H (5.3907, -0.8713, -1.4721)
H (4.9127, 0.3396, -2.6407)
H (5.0975, 0.7609, -0.9210)
C (0.5404, -2.4828, 0.2776)
C (1.9984, -2.8291, 0.0098)
H (0.0201, -3.4494, 0.3017)
H (0.5153, -1.9758, 1.2679)
H (2.2434, -3.8782, 0.2278)
H (2.3295, -2.6834, -1.0166)
H (2.6843, -2.2768, 0.6578)
C (-0.1827, -2.0429, -2.5438)
C (-1.2087, -1.5808, -3.5636)
H (-0.2505, -3.1311, -2.3981)
H (0.8406, -1.7800, -2.8578)
H (-1.1082, -2.1371, -4.5036)
H (-2.2381, -1.7425, -3.2372)
H (-1.1015, -0.5227, -3.8192)
C (-2.1043, -2.0013, -0.3349)
C (-2.1586, -2.6002, 1.0768)
H (-2.3823, -2.7419, -1.0921)
H (-2.8214, -1.1695, -0.4041)
H (-3.1673, -2.9274, 1.3258)
H (-1.5164, -3.4770, 1.1995)
H (-1.8678, -1.8761, 1.8460)
C (3.0986, -0.9019, 4.3416)
N (2.4141, 0.2725, 3.8763)
C (1.6703, 0.2807, 2.7442)
N (1.0069, 1.4690, 2.5121)
O (1.6992, -0.6736, 1.9595)
H (2.9908, -1.7818, 3.6843)
H (2.7362, -1.1135, 5.3416)
H (4.1410, -0.6320, 4.4769)
H (2.3511, 1.0699, 4.4936)
H (0.2927, 1.5584, 1.7845)
H (1.1318, 2.2264, 3.1702)

Atoms 1-6, force components in eV/Å:
0.232 -0.208 -0.185
-0.109 0.432 -0.364
-0.307 0.304 0.172
0.482 0.195 -0.488
-0.413 -0.656 0.286
-0.054 0.717 -0.448

Charge: +4
2S+1: 3
E_LUMO (spin up / spin down), eV: -15.90 / -15.78
Kohn-Sham gap (spin up / spin down), eV: 3.23 / 3.35
HOMO (spin up / spin down), eV: -19.1298 / -19.1319

no.,strongest force on any atom (eV/Å)
1,0.92
2,5.05